# 1
Density functional theory data (ωB97M-V/def2-TZVPD) for 4 unconnected molecules or ions with the total composition C6H14Br4N2O4.

Geometry as XYZ:
```
30
Properties=species:S:1:pos:R:3:nbo_charge:R:1
C 8.82044 -13.40628 17.50878 -0.498
N 9.75215 -12.49361 18.34319 0.548
O 10.53802 -11.78727 17.76451 -0.371
O 9.57562 -12.55292 19.52537 -0.345
H 9.24487 -13.38279 16.50509 0.196
H 7.88589 -12.86699 17.35428 0.233
H 8.70368 -14.41883 17.89507 0.250
C 12.79896 -14.31732 15.79449 -0.499
N 11.67806 -15.16238 15.27518 0.546
O 10.85315 -14.61910 14.58089 -0.446
O 11.80422 -16.35372 15.51736 -0.328
H 13.52161 -14.96718 16.28801 0.249
H 12.42480 -13.73053 16.63341 0.243
H 13.24436 -13.73544 14.98756 0.247
Br 5.30726 -15.15157 14.03845 0.213
C 7.24553 -15.50945 13.99247 -0.482
C 7.97466 -14.40109 13.22588 -0.456
Br 7.90359 -12.73994 14.25573 0.597
H 7.48374 -16.44137 13.47976 0.276
H 7.69954 -15.60891 14.97841 0.248
H 7.53395 -14.12822 12.26702 0.273
H 9.02392 -14.55343 12.97302 0.305
Br 10.39540 -12.71921 23.96083 -0.021
C 8.99481 -12.05258 22.65843 -0.424
C 7.91762 -13.12886 22.45550 -0.404
Br 6.28979 -12.47229 21.40128 -0.059
H 9.43897 -11.76756 21.70471 0.234
H 8.55429 -11.17007 23.12234 0.227
H 7.60337 -13.51927 23.42345 0.229
H 8.27026 -14.04210 21.97619 0.219
```

The value obtained for the relative energy (zero: lowest compared OMol25 entry of this formula, charge and spin) is 0.2508 eV. For the total energy, the calculation gives -297772.9998 eV. The charge is +1. Its spin multiplicity is 2. The expectation value of S² is 0.755.

# 2
Density functional theory data (ωB97M-V/def2-TZVPD) for 6 unconnected molecules or ions with the total composition C42H39BrN7O6PS.

Geometry as XYZ:
```
97
Properties=species:S:1:pos:R:3:mulliken_charge:R:1
O -10.06850 -6.12636 2.56944 -0.469
C -9.18950 -6.22897 1.67363 0.694
N -8.11934 -6.38102 0.89716 -0.531
C -7.33655 -5.11445 1.18692 0.271
C -7.94759 -3.79579 0.53357 -0.559
C -7.20486 -2.45273 0.84109 0.219
C -5.92278 -2.31468 1.73627 0.377
C -5.33599 -3.67632 2.32366 -0.714
C -6.02655 -5.08786 2.06460 0.391
C -5.45969 -6.45621 2.69308 -0.864
P -4.92978 -7.75141 1.42374 1.088
O -5.50124 -9.17358 1.76642 -0.694
O -3.20084 -7.95358 1.45586 -0.543
O -5.41649 -7.42072 -0.18416 -0.477
N -5.27471 -1.01568 2.03529 -0.128
C -5.15603 -0.13628 0.85062 0.039
C -6.30105 0.09496 -0.22830 0.255
C -6.16959 1.04228 -1.46894 -0.434
C -4.85179 1.85025 -1.73538 -0.547
C -3.68776 1.67162 -0.66618 -0.063
Br -2.02828 2.71821 -1.02534 -0.169
C -3.82358 0.70641 0.59576 0.537
C -2.59501 0.59632 1.65462 -0.488
C -3.17374 1.23473 3.04823 -0.394
O -2.43623 2.45923 3.42023 -0.306
C -3.33175 3.28715 4.20519 0.194
O -3.43699 4.53817 4.00226 -0.491
S -7.88255 -0.86852 0.09311 -0.285
H -8.87964 -3.80069 -0.12791 0.344
H -4.37497 -3.71345 2.97224 0.124
H -4.52812 -6.18371 3.32365 0.371
H -6.23815 -6.90982 3.41058 0.384
H -2.89547 -8.29063 0.56903 0.296
H -4.56646 -7.39667 -0.70337 0.290
H -4.36060 -1.25571 2.45026 0.256
H -7.07955 1.10355 -2.18734 0.253
H -4.77109 2.54741 -2.64796 0.314
H -2.37265 -0.51774 1.85607 0.264
H -1.67716 1.21096 1.35141 0.134
H -3.18900 0.46045 3.91072 0.216
H -4.28597 1.54430 2.89994 0.424
H -3.99136 2.83691 5.04668 0.366
C -2.38716 6.80058 0.72987 -0.326
C -1.68049 7.35307 -0.32976 -0.372
C -0.30078 7.22460 -0.33547 -0.276
N 0.39623 6.59846 0.62846 -0.523
C -0.31299 6.07450 1.64338 -0.261
C -1.69362 6.14651 1.73866 -0.079
H -3.46856 6.87918 0.76922 0.399
H -2.19001 7.87117 -1.13310 0.381
H 0.29554 7.63663 -1.14349 0.357
H 0.27442 5.57663 2.40875 0.379
H -2.21343 5.70346 2.57965 0.372
C 3.29551 3.69931 -1.38847 -0.494
C 3.95487 2.76557 -2.17568 -0.211
C 3.35387 1.53225 -2.37182 -0.395
N 2.16913 1.18421 -1.84068 -0.548
C 1.55343 2.10662 -1.08134 -0.345
C 2.06934 3.36787 -0.82855 -0.116
H 3.73322 4.67632 -1.21261 0.437
H 4.91391 2.99116 -2.62694 0.456
H 3.82847 0.77014 -2.98183 0.373
H 0.60001 1.79904 -0.66320 0.427
H 1.52743 4.07317 -0.20942 0.397
C 8.43514 4.63142 -6.23098 -0.384
C 7.04957 4.59856 -6.16395 -0.490
C 6.45416 4.56198 -4.91352 -0.133
N 7.14239 4.55242 -3.75667 -0.439
C 8.48318 4.58292 -3.85229 -0.332
C 9.17054 4.62467 -5.05419 -0.107
H 8.93772 4.66198 -7.19198 0.372
H 6.44542 4.60175 -7.06297 0.363
H 5.37382 4.53826 -4.80947 0.375
H 9.01379 4.57194 -2.90618 0.398
H 10.25309 4.65020 -5.07050 0.384
C -3.65247 -11.44638 3.60883 0.002
C -3.52834 -12.71485 3.05942 -0.468
C -2.55706 -13.55946 3.57280 -0.181
N -1.72308 -13.22120 4.57135 -0.565
C -1.86362 -11.98676 5.08354 -0.186
C -2.80524 -11.07086 4.64247 -0.416
H -4.40230 -10.75694 3.23378 0.423
H -4.17185 -13.04009 2.25114 0.369
H -2.42327 -14.56204 3.17880 0.345
H -1.17631 -11.73884 5.88664 0.341
H -2.87465 -10.08883 5.09437 0.348
C 13.33931 7.51696 -3.00530 -0.158
C 13.99656 6.58099 -3.79098 -0.426
C 13.39374 5.34875 -3.98513 -0.147
N 12.20826 5.00276 -3.45359 -0.492
C 11.59407 5.92888 -2.69473 0.183
C 12.11304 7.18888 -2.44459 -0.667
H 13.77886 8.49339 -2.83114 0.367
H 14.95542 6.80369 -4.24274 0.349
H 13.86726 4.58512 -4.59399 0.366
H 10.64083 5.62484 -2.27578 0.271
H 11.57305 7.89579 -1.82672 0.358
```

For the total energy, the calculation gives -157057.1214 eV. As for the SMILES: O=C=Nc1cc2c(cc1CP(=O)(O)O)Nc1c(ccc(Br)c1CCOC=O)S2.c1ccncc1.c1ccncc1.c1ccncc1.c1ccncc1.c1ccncc1.

# 3
Density functional theory data (ωB97M-V/def2-TZVPD) for a molecular structure, FLi4.

Geometry as XYZ:
```
5
Properties=species:S:1:pos:R:3:nbo_charge:R:1
Li -16.94141 3.80542 1.80627 0.998
Li -15.46380 5.46687 5.12733 0.993
Li -17.53321 -1.12709 6.47445 0.999
Li -15.29825 2.16868 8.26230 0.997
F -16.90397 2.39347 4.94773 -0.987
```

The value obtained for the relative energy (zero: lowest compared OMol25 entry of this formula, charge and spin) is 1.2590 eV. For the total energy, the calculation gives -3509.3807 eV. The charge is +3.

# 4
Density functional theory data (ωB97M-V/def2-TZVPD) for a single C5H5BrN6 molecule.

Geometry as XYZ:
```
17
Properties=species:S:1:pos:R:3:nbo_charge:R:1
N -0.56524 -0.09121 2.90328 -0.785
C -0.51278 -0.46053 1.65381 0.595
N -1.34613 0.35831 0.93391 -0.579
C -1.00835 0.55874 -0.32323 0.464
N -1.69356 1.45637 -0.93642 -0.753
C 0.11278 -0.08305 -0.87850 -0.349
C 0.79260 -0.24070 -2.17436 0.123
Br 0.43116 0.67760 -3.85247 0.067
N 1.87298 -0.99102 -2.00337 -0.266
N 1.82976 -1.52025 -0.75788 -0.371
C 0.87057 -0.85141 -0.00844 0.388
N 0.62234 -1.08896 1.23882 -0.571
H 0.30819 -0.44028 3.38146 0.402
H -0.85013 0.90480 2.89104 0.418
H -2.36581 1.92786 -0.37162 0.398
H -0.95893 2.08798 -1.35689 0.395
H 2.46056 -2.20424 -0.33915 0.423
```

For the total energy, the calculation gives -84248.2962 eV. As for the SMILES: Nc1nc(N)c2c(Br)n[nH]c2n1.

# 5
Density functional theory data (ωB97M-V/def2-TZVPD) for 2 unconnected molecules or ions with the total composition C11H15N.

Geometry as XYZ:
```
27
Properties=species:S:1:pos:R:3:nbo_charge:R:1
C -1.18586 1.75577 2.67757 -0.627
C -0.49537 0.90134 1.65209 -0.080
C -0.30076 1.09576 0.32206 -0.031
N 0.42086 0.02126 -0.19569 -0.529
C 0.75280 -0.86143 0.80494 0.159
C 1.62749 -1.95647 0.72340 -0.257
C 1.76290 -2.68793 1.89722 -0.202
C 1.13921 -2.26750 3.10330 -0.246
C 0.33384 -1.13300 3.09292 -0.193
C 0.15008 -0.35335 1.98264 -0.105
H -0.61705 2.62482 3.00173 0.217
H -1.38326 1.13985 3.55111 0.218
H -2.13010 2.13430 2.28589 0.217
H -0.60157 1.82500 -0.41149 0.212
H 0.68573 -0.09289 -1.15572 0.403
H 2.14447 -2.18606 -0.18992 0.214
H 2.43952 -3.53158 1.87314 0.207
H 1.31427 -2.93450 3.92746 0.215
H 0.14560 -0.73260 4.09394 0.207
C -0.57088 0.14526 -4.07041 -0.607
C -0.99631 1.58856 -4.17974 -0.621
H 0.01537 0.05197 -3.15866 0.185
H -1.29522 -0.67026 -4.05329 0.214
H -0.00261 -0.06698 -4.98265 0.211
H -1.79377 1.93940 -3.50799 0.204
H -0.15735 2.25513 -3.96904 0.204
H -1.40202 1.99613 -5.11483 0.211
```

The value obtained for the relative energy (zero: lowest compared OMol25 entry of this formula, charge and spin) is 0.7798 eV. For the total energy, the calculation gives -13140.0115 eV. As for the SMILES: Cc1c[nH]c2ccccc12.CC.